Below is a structure of composition C7H22ClI2LuN2OP2, with properties calculated with ωB97M-V with the def2-TZVPD basis set.

Each line ends with the Löwdin charge.
Atoms and positions in Å:
1 I -1.993 0.431 -0.175  0.605
2 I -0.097 1.271 -1.603  0.574
3 Lu 1.996 -2.556 1.020  1.417
4 P 1.189 0.627 1.970  0.665
5 C 0.453 2.320 2.136  -0.299
6 C 0.863 0.227 3.749  -0.306
7 H 1.431 0.916 4.387  0.054
8 H 3.026 1.707 3.180  0.052
9 H 1.182 -0.815 3.933  0.019
10 H 3.616 0.428 2.066  0.020
11 H -0.634 2.255 2.229  0.029
12 H -0.213 0.386 3.926  0.057
13 C 2.918 1.273 2.183  -0.298
14 H 0.866 2.790 3.055  0.076
15 H 3.068 2.056 1.428  0.055
16 H 0.760 2.936 1.279  0.040
17 P -0.371 -1.777 -1.629  0.446
18 C -1.634 -1.134 -2.827  -0.478
19 C 0.728 -2.276 -3.035  -0.296
20 H -0.795 -4.013 -0.752  0.022
21 H -1.458 -3.756 -2.410  0.049
22 H -2.335 -3.028 -1.029  0.048
23 C -1.353 -3.327 -1.409  -0.301
24 H 1.611 -2.797 -2.629  0.026
25 H 0.132 -2.952 -3.648  0.046
26 H -1.909 -1.840 -3.608  0.066
27 H -1.215 -0.235 -3.314  -0.045
28 H 0.965 -1.362 -3.594  0.046
29 H -2.547 -0.869 -2.267  -0.049
30 Cl 3.313 -4.329 1.572  -0.052
31 N -3.303 3.418 -2.185  0.184
32 C -2.668 3.840 -1.062  -0.629
33 N -2.726 5.099 -0.526  0.158
34 O -1.846 3.099 -0.429  -0.454
35 H -3.963 3.938 -2.738  0.118
36 H -3.119 2.496 -2.553  0.083
37 H -2.096 5.106 0.281  0.117
38 H -3.287 5.945 -0.720  0.133

Results
E_HOMO ... -13.86 eV
Spin multiplicity ... 1
E_LUMO ... -0.350 Eh
Kohn-Sham gap ... 4.3316 eV
ΔE to the lowest compared entry with this formula, charge and spin ... 155.9 kcal/mol
Net charge ... +2

Below is a structure of composition C16H48O8S8V, with properties calculated with ωB97M-V with the def2-TZVPD basis set.

Each line ends with the Löwdin charge.
Atoms and positions in Å:
1 V 25.009 20.157 -9.704  0.799
2 C 28.257 18.297 -12.475  -0.199
3 S 27.597 17.696 -10.828  0.949
4 O 26.659 18.764 -10.285  -0.638
5 C 26.348 16.438 -11.364  -0.211
6 H 29.150 17.713 -12.698  0.059
7 H 28.379 19.364 -12.291  0.047
8 H 27.549 18.379 -13.300  0.023
9 H 26.874 15.810 -12.083  0.052
10 H 25.565 16.949 -11.924  0.046
11 H 25.903 15.813 -10.591  0.035
12 C 28.392 21.291 -6.715  -0.202
13 S 28.056 21.999 -8.444  0.946
14 O 26.840 21.301 -9.086  -0.642
15 C 27.487 23.632 -7.782  -0.212
16 H 28.654 20.233 -6.679  0.042
17 H 27.524 21.590 -6.127  0.030
18 H 29.308 21.712 -6.301  0.060
19 H 26.437 23.557 -7.496  0.029
20 H 27.538 24.291 -8.649  0.035
21 H 28.093 23.912 -6.920  0.065
22 C 21.580 22.822 -9.172  -0.238
23 S 21.520 21.137 -9.928  0.956
24 O 22.894 20.478 -9.958  -0.661
25 C 20.548 20.362 -8.444  -0.190
26 H 20.710 23.439 -8.945  0.077
27 H 22.289 23.367 -9.794  0.040
28 H 22.043 22.772 -8.187  -0.017
29 H 20.264 21.055 -7.652  0.047
30 H 21.012 19.470 -8.024  0.031
31 H 19.595 19.999 -8.828  0.041
32 C 22.776 15.590 -9.229  -0.229
33 S 22.566 17.409 -9.533  0.950
34 O 23.888 18.197 -9.538  -0.620
35 C 21.740 17.412 -11.295  -0.179
36 H 22.098 15.046 -9.887  0.052
37 H 22.535 15.230 -8.229  0.060
38 H 23.746 15.176 -9.503  0.038
39 H 22.311 17.034 -12.143  0.037
40 H 21.515 18.440 -11.580  0.016
41 H 20.764 16.928 -11.264  0.057
42 C 24.760 23.966 -12.518  -0.210
43 S 25.723 23.575 -11.011  0.904
44 O 24.920 22.370 -10.487  -0.619
45 C 27.333 23.040 -11.719  -0.216
46 H 23.736 23.826 -12.172  0.048
47 H 25.092 23.164 -13.177  0.022
48 H 24.848 25.006 -12.833  0.067
49 H 27.594 22.108 -11.218  0.022
50 H 28.151 23.754 -11.626  0.066
51 H 27.175 22.776 -12.765  0.044
52 C 23.884 23.421 -6.336  -0.225
53 S 23.563 21.671 -6.585  0.889
54 O 24.262 21.284 -7.864  -0.576
55 C 24.453 21.080 -5.141  -0.240
56 H 24.955 23.436 -6.136  0.035
57 H 23.367 23.791 -5.451  0.073
58 H 23.562 24.038 -7.175  0.064
59 H 25.501 21.349 -5.012  0.047
60 H 24.504 19.993 -5.209  0.018
61 H 24.034 21.401 -4.187  0.076
62 C 22.688 19.344 -13.917  -0.194
63 S 24.177 20.300 -13.193  0.937
64 O 24.579 19.726 -11.844  -0.614
65 C 25.440 19.708 -14.487  -0.211
66 H 21.760 19.873 -13.696  0.055
67 H 22.788 18.289 -13.664  0.032
68 H 22.755 19.249 -15.001  0.054
69 H 25.548 18.624 -14.496  0.050
70 H 26.443 20.057 -14.238  0.031
71 H 25.253 20.071 -15.497  0.061
72 C 26.893 18.255 -5.530  -0.207
73 S 25.500 17.979 -6.724  0.897
74 O 25.736 18.942 -7.866  -0.617
75 C 25.908 16.292 -7.375  -0.205
76 H 26.652 17.650 -4.656  0.063
77 H 26.877 19.341 -5.442  0.012
78 H 27.856 17.986 -5.965  0.059
79 H 25.336 16.135 -8.290  0.007
80 H 25.779 15.561 -6.576  0.061
81 H 26.971 16.180 -7.589  0.058

Results
E_HOMO (alpha / beta) ... -11.10 / -13.41 eV
Spin multiplicity ... 4
E_LUMO (alpha / beta) ... -0.135 / -0.135 Eh
Kohn-Sham gap (alpha / beta) ... 7.4156 / 9.7245 eV
Expectation value of S² ... 3.752
ΔE to the lowest compared entry with this formula, charge and spin ... 9.5 kcal/mol
Net charge ... +2

Below is a cluster of 2 separate species, C8H11Cl2N2O2 in total, with properties calculated with ωB97M-V with the def2-TZVPD basis set.

Each line ends with the Löwdin charge.
Atoms and positions in Å:
1 C 1.335 0.526 -1.313  -0.097
2 C 0.885 1.918 -1.470  -0.720
3 Cl 2.025 3.138 -1.894  0.698
4 C -0.383 2.271 -1.270  -0.667
5 Cl -0.948 3.909 -1.469  0.638
6 C -1.314 1.252 -0.824  -0.355
7 N -1.992 1.307 0.295  0.190
8 C -2.715 0.153 0.393  -0.058
9 C -2.479 -0.575 -0.672  -0.039
10 N -1.599 0.146 -1.448  0.167
11 H 0.792 -0.138 -1.970  0.066
12 H 1.170 0.210 -0.263  0.083
13 H 2.374 0.478 -1.594  0.078
14 H -1.961 2.066 0.959  0.177
15 H -3.352 -0.140 1.198  0.133
16 H -2.826 -1.542 -0.962  0.132
17 H -1.209 -0.105 -2.342  0.172
18 O 0.273 -3.001 2.513  -0.370
19 C 0.729 -1.853 2.043  -0.567
20 C 2.328 -1.881 1.633  -0.512
21 O 2.735 -0.696 1.163  -0.375
22 H 0.652 -0.966 2.736  0.051
23 H 0.234 -1.470 1.081  0.043
24 H 2.402 -2.749 0.928  0.065
25 H 2.841 -2.258 2.549  0.067

Results
E_HOMO ... -0.61 eV
Spin multiplicity ... 1
E_LUMO ... 0.067 Eh
Kohn-Sham gap ... 2.4503 eV
Net charge ... -1

Below is the molecule C2H3F4NOS, with properties calculated with ωB97M-V with the def2-TZVPD basis set.

Each line ends with the Löwdin charge.
Atoms and positions in Å:
1 C 1.726 0.506 -0.219  -0.524
2 C -1.336 0.424 1.244  -0.450
3 N -0.772 -0.681 -0.989  -0.212
4 O 1.253 -0.397 0.735  -0.248
5 F 1.980 -0.066 -1.421  0.048
6 F 0.848 1.464 -0.497  0.079
7 F -2.623 0.031 0.819  -0.124
8 F -1.162 0.114 2.579  -0.097
9 S -0.405 -0.990 0.513  1.154
10 H 2.787 0.892 0.054  0.193
11 H -1.334 0.126 -1.116  0.059
12 H -0.960 -1.424 -1.703  0.124

Results
E_HOMO ... -8.28 eV
Spin multiplicity ... 1
E_LUMO ... 0.004 Eh
Kohn-Sham gap ... 8.3883 eV
ΔE to the lowest compared entry with this formula, charge and spin ... 76.8 kcal/mol

Below is a cluster of 2 separate species, C4H13NO2 in total, with properties calculated with ωB97M-V with the def2-TZVPD basis set.

Each line ends with the Löwdin charge.
Atoms and positions in Å:
1 C 0.656 -1.622 -0.925  -0.062
2 C -0.565 -0.832 -1.396  -0.496
3 C -1.855 -1.397 -0.809  -0.054
4 O -0.490 0.535 -1.019  -0.146
5 H 0.742 -1.568 0.159  0.073
6 H 1.565 -1.206 -1.358  0.077
7 H 0.572 -2.662 -1.230  0.079
8 H -0.618 -0.879 -2.496  0.135
9 H -2.019 -2.415 -1.155  0.079
10 H -2.697 -0.781 -1.117  0.078
11 H -1.800 -1.401 0.278  0.080
12 H 0.520 0.931 -1.039  0.141
13 C 0.415 2.031 2.188  -0.145
14 N 0.754 0.972 1.265  -0.148
15 O 1.590 1.553 0.127  -0.155
16 H 1.308 2.372 2.718  0.073
17 H -0.281 1.590 2.905  0.081
18 H -0.067 2.896 1.715  0.080
19 H -0.101 0.681 0.549  0.119
20 H 2.370 1.204 0.641  0.113

Results
E_HOMO ... -9.26 eV
Spin multiplicity ... 1
E_LUMO ... 0.034 Eh
Kohn-Sham gap ... 10.1858 eV
ΔE to the lowest compared entry with this formula, charge and spin ... 68.6 kcal/mol

Below is the ion C6H10N with charge +1, with properties calculated with ωB97M-V with the def2-TZVPD basis set.

Each line ends with the Löwdin charge.
Atoms and positions in Å:
1 C -0.228 -2.564 -0.008  0.222
2 N -0.012 -1.296 -0.182  -0.093
3 C -0.557 -0.222 -1.034  0.002
4 C 0.075 0.840 -0.095  -0.314
5 C 0.528 2.214 -0.488  0.005
6 C -0.463 0.428 1.346  0.050
7 C 0.732 -0.367 0.623  -0.105
8 H 0.199 -2.998 0.893  0.127
9 H -0.641 -3.278 -0.736  0.135
10 H -1.591 -0.501 -1.131  0.140
11 H -0.066 -0.266 -1.969  0.134
12 H 0.927 2.037 -1.503  0.106
13 H 1.328 2.592 -0.010  0.044
14 H -0.298 2.950 -0.300  0.123
15 H -1.335 -0.271 1.345  0.117
16 H -0.318 1.182 2.188  0.144
17 H 1.720 -0.480 1.062  0.163

Results
E_HOMO ... -14.61 eV
Spin multiplicity ... 1
E_LUMO ... -0.185 Eh
Kohn-Sham gap ... 9.5596 eV
ΔE to the lowest compared entry with this formula, charge and spin ... 50.3 kcal/mol
Net charge ... +1

Values for largest force on an atom, eV Å⁻¹, ordered as above
2.9; 3.2; 2.7; 2.7; 3.6; 3.7